# 1
A 2-piece molecular cluster, C3H8O2S overall, computed with the ωB97M-V functional and the def2-TZVPD basis.

## Properties
maximum force: 0.019 Eh/bohr
energy above the lowest of the compared OMol25 structures with the same formula, charge and spin: 0.578 eV
LUMO (spin up / spin down): 2.84 / 0.48 eV
multiplicity: 2
expectation value of S²: 0.7528
total charge: -1

Geometry (Å):
C 0.21 -0.38 -0.40
O 0.89 -1.60 -0.32
C -0.66 -0.19 0.87
C -1.70 0.90 0.63
S -2.87 1.17 1.96
H 0.86 0.48 -0.55
H -0.53 -0.48 -1.21
H -0.02 0.03 1.72
H -1.14 -1.16 0.96
H -2.30 0.57 -0.24
H -1.20 1.81 0.31
H 1.80 -1.44 -0.66
H 3.43 0.55 -1.30
O 3.23 -0.27 -1.78

Atom charges from the natural (NBO) analysis, given in e for atoms 1 to 4: atom 1 (C): -0.040, atom 2 (O): -0.772, atom 3 (C): -0.426, atom 4 (C): -0.587

***

# 2
A 4-piece molecular cluster, C2H11O4 overall in a non-equilibrium geometry, computed with the ωB97M-V functional and the def2-TZVPD basis.

## Properties
maximum force: 0.036 Eh/bohr
energy above the lowest of the compared OMol25 structures with the same formula, charge and spin: 0.459 eV
LUMO: 4.17 eV
multiplicity: 1
total charge: -1

Geometry (Å):
C 0.71 -0.46 0.50
O -0.46 -0.20 -0.16
C 1.20 0.72 1.33
H 0.58 -1.38 1.11
H 1.54 -0.73 -0.21
H 0.40 0.95 2.04
H 2.06 0.56 2.00
H 1.34 1.63 0.78
H 0.43 -1.82 -1.56
H -0.89 -2.30 -2.09
O 0.02 -2.58 -1.99
H -2.01 0.47 0.55
H -3.14 0.13 1.50
O -2.84 0.83 0.93
H 0.98 1.18 -1.96
H -0.19 1.22 -1.04
O 0.29 1.80 -1.72

Atom charges from the natural (NBO) analysis, given in e for atoms 1 to 4: atom 1 (C): -0.037, atom 2 (O): -0.988, atom 3 (C): -0.647, atom 4 (H): 0.122

***

# 3
A 4-piece molecular cluster, H8O3S2 overall in a non-equilibrium geometry, computed with the ωB97M-V functional and the def2-TZVPD basis.

## Properties
maximum force: 0.024 Eh/bohr
structure (SMILES): SS.O.O.O
energy above the lowest of the compared OMol25 structures with the same formula, charge and spin: 0.330 eV
LUMO: 0.07 eV
multiplicity: 1
total charge: 0

Geometry (Å):
S 1.68 0.19 -1.03
S 2.45 0.16 0.95
H 0.96 1.28 -0.76
H 1.32 -0.02 1.63
H -0.88 1.74 0.13
H -1.64 2.26 -1.06
O -0.87 2.48 -0.52
H -1.35 0.31 2.19
H -0.61 -0.56 1.20
O -1.11 0.24 1.26
H 0.11 -3.36 -1.71
H 0.01 -1.92 -1.34
O -0.08 -2.79 -0.94

Atom charges from the natural (NBO) analysis, given in e for atoms 1 to 4: atom 1 (S): -0.164, atom 2 (S): -0.123, atom 3 (H): 0.170, atom 4 (H): 0.108

***

| no. | total energy (eV) |
| --- | --- |
| 1 | -18169.4782 |
| 2 | -10443.4300 |
| 3 | -27942.6622 |